(1)
{"formula": "C47H53CrN10O2P", "method": "ωB97M-V/def2-TZVPD", "e_lumo_ha": [-0.084, -0.093], "orbital_gap_ev": [7.045, 6.992], "multiplicity": 4, "charge": 1, "s2": 3.784, "species": ["Cr", "O", "C", "N", "C", "C", "C", "C", "C", "C", "N", "C", "O", "C", "C", "C", "C", "C", "N", "C", "C", "C", "C", "C", "N", "H", "H", "H", "H", "H", "H", "H", "H", "H", "H", "H", "H", "C", "N", "C", "C", "N", "C", "C", "C", "C", "C", "C", "N", "C", "N", "C", "C", "N", "C", "C", "N", "C", "C", "H", "H", "H", "H", "H", "H", "H", "H", "H", "H", "H", "H", "H", "H", "H", "H", "H", "H", "H", "H", "H", "H", "H", "H", "H", "H", "H", "H", "C", "P", "C", "C", "C", "C", "C", "C", "C", "C", "C", "C", "C", "C", "H", "H", "H", "H", "H", "H", "H", "H", "H", "H", "H", "H", "H"], "xyz": [[0.0685, 0.1931, 0.2380], [-3.9302, 1.0611, -0.4071], [-2.8883, 0.5009, -0.7371], [-1.6285, 1.0220, -0.5801], [-1.6383, 2.4252, -0.3195], [-2.5587, 3.2994, -0.8932], [-2.5453, 4.6462, -0.5849], [-1.5970, 5.1479, 0.2919], [-0.6381, 4.3104, 0.8304], [-0.6440, 2.9486, 0.5189], [0.2724, 1.9917, 0.9697], [1.2243, 2.2530, 1.8889], [1.5221, 3.3222, 2.4038], [1.8934, 0.9888, 2.3261], [2.6995, 1.0004, 3.4510], [3.2630, -0.1807, 3.8960], [2.9604, -1.3415, 3.2015], [2.1379, -1.2656, 2.0957], [1.6082, -0.1267, 1.6330], [-3.1196, -0.8057, -1.4668], [-4.1221, -0.7870, -2.4390], [-4.4888, -1.9709, -3.0502], [-3.8574, -3.1450, -2.6607], [-2.8719, -3.0625, -1.6949], [-2.5079, -1.9230, -1.1075], [-3.2896, 2.9127, -1.5867], [-3.2792, 5.3004, -1.0377], [-1.5870, 6.1982, 0.5521], [0.1196, 4.6982, 1.4907], [2.8462, 1.9468, 3.9523], [3.9116, -0.1958, 4.7612], [3.3442, -2.3033, 3.5108], [1.8838, -2.1643, 1.5641], [-4.6096, 0.1470, -2.6782], [-5.2677, -1.9812, -3.8011], [-4.1373, -4.0992, -3.0852], [-2.3533, -3.9507, -1.3434], [-0.3125, -1.0705, -3.0883], [0.8285, -1.8465, -2.6288], [1.7941, -2.1607, -3.6694], [0.8753, -2.4339, -1.4041], [0.2300, -1.9018, -0.3796], [-0.1807, -2.6798, 0.7281], [-0.1286, -4.0766, 0.8009], [-0.3905, -4.7615, 1.9765], [-0.7100, -4.0611, 3.1269], [-0.8995, -2.6937, 3.0430], [-0.7328, -2.0056, 1.8404], [-1.0564, -0.6372, 1.7264], [-2.1173, -0.1470, 2.3805], [-3.2062, -0.8679, 2.7451], [-3.9048, -0.5645, 3.9822], [-3.7220, -2.0257, 2.0460], [-2.1664, 1.1740, 2.7027], [-3.4036, 1.9355, 2.6025], [-1.1619, 1.8034, 3.5386], [1.6803, -3.5461, -1.3428], [2.6807, -3.7473, -0.3163], [1.5084, -4.6587, -2.2613], [0.0345, -0.2950, -3.7695], [-1.0239, -1.7080, -3.6240], [-0.8128, -0.6092, -2.2485], [1.9680, -1.2658, -4.2635], [1.4372, -2.9394, -4.3487], [2.7388, -2.4764, -3.2343], [0.1023, -4.6492, -0.0839], [-0.3130, -5.8404, 1.9954], [-0.8605, -4.5749, 4.0666], [-1.2022, -2.1343, 3.9192], [-3.3361, 0.1436, 4.5786], [-4.0081, -1.4883, 4.5570], [-4.9024, -0.1626, 3.7944], [-3.3135, -2.0648, 1.0465], [-4.8088, -1.9373, 1.9875], [-3.4734, -2.9547, 2.5657], [-3.8372, 2.1520, 3.5845], [-4.1230, 1.4118, 1.9835], [-3.1774, 2.8819, 2.1066], [-0.2882, 1.1631, 3.6297], [-1.5720, 1.9747, 4.5410], [-0.8738, 2.7709, 3.1303], [3.0309, -2.7881, 0.0592], [3.5295, -4.2633, -0.7683], [2.3217, -4.3539, 0.5226], [0.6066, -4.5250, -2.8555], [1.4037, -5.5861, -1.6905], [2.3673, -4.7798, -2.9269], [2.4906, 0.7359, -3.0949], [1.6721, 1.2667, -1.5141], [3.2519, 1.3926, -0.5862], [3.8376, 0.1358, -0.3895], [5.0023, -0.0114, 0.3387], [5.6058, 1.1075, 0.9003], [5.0308, 2.3532, 0.7255], [3.8604, 2.4993, -0.0092], [1.1798, 2.8647, -2.2657], [1.8225, 4.0905, -2.1570], [1.4170, 5.1659, -2.9347], [0.3748, 5.0296, -3.8348], [-0.2827, 3.8129, -3.9418], [0.1136, 2.7436, -3.1599], [3.2330, 1.4999, -3.3225], [1.7707, 0.7054, -3.9111], [2.9928, -0.2242, -2.9941], [3.3482, -0.7428, -0.8033], [5.4352, -0.9939, 0.4807], [6.5098, 1.0035, 1.4859], [5.4814, 3.2276, 1.1761], [3.4301, 3.4836, -0.0826], [2.6460, 4.2280, -1.4758], [1.9258, 6.1153, -2.8315], [0.0637, 5.8710, -4.4395], [-1.1119, 3.7016, -4.6284], [-0.4150, 1.7984, -3.2375]], "forces_ev_per_a": [[-0.7, -0.4, -0.2], [0.1, -0.1, 0.1], [0.1, 0.0, 0.0], [-0.1, -0.1, -0.3], [0.0, 0.3, 0.1], [0.1, -0.1, -0.1], [0.0, 0.1, -0.1], [0.0, 0.1, 0.0], [0.2, -0.1, 0.1], [-0.4, 0.1, -0.3], [0.4, 0.2, 0.2], [-0.1, 0.1, -0.3], [0.1, -0.1, 0.0], [0.2, -0.1, 0.1], [0.1, 0.1, 0.0], [-0.1, 0.0, -0.1], [0.1, 0.1, 0.1], [0.0, -0.1, -0.2], [0.5, 0.0, 0.6], [-0.3, -0.1, 0.0], [0.0, 0.0, -0.1], [0.1, 0.1, 0.0], [0.0, 0.0, -0.1], [0.0, -0.1, 0.1], [0.0, 0.0, 0.2], [-0.1, 0.1, 0.0], [0.0, 0.0, 0.0], [0.0, 0.0, 0.0], [0.0, 0.0, 0.0], [0.1, 0.0, -0.1], [0.0, 0.0, 0.0], [0.0, 0.0, 0.0], [0.0, 0.0, 0.0], [0.0, 0.0, 0.0], [0.0, 0.0, 0.0], [0.0, 0.0, 0.0], [0.0, 0.0, 0.0], [-0.1, -0.1, 0.0], [-0.1, -0.1, 0.0], [-0.1, -0.2, -0.3], [0.1, 0.2, -0.2], [0.2, 0.5, 0.2], [-0.3, -0.3, 0.1], [-0.1, 0.0, -0.1], [0.0, 0.0, 0.0], [-0.1, 0.0, 0.0], [0.0, 0.1, -0.1], [-0.1, -0.3, 0.1], [-0.1, -0.1, 0.1], [-0.2, 0.1, 0.0], [0.2, 0.1, -0.2], [0.0, 0.0, 0.1], [0.1, -0.1, 0.0], [0.0, -0.1, 0.1], [-0.1, 0.1, 0.0], [0.1, 0.0, 0.0], [0.1, 0.0, 0.0], [0.0, 0.0, 0.1], [0.0, 0.0, 0.0], [0.0, -0.1, 0.0], [0.0, 0.0, 0.0], [0.0, 0.1, -0.1], [-0.1, -0.3, 0.0], [0.0, -0.1, 0.1], [0.0, 0.0, 0.0], [0.1, 0.0, 0.0], [0.0, 0.0, 0.0], [0.0, 0.0, 0.0], [0.0, 0.0, 0.0], [0.0, 0.0, 0.0], [0.0, 0.0, 0.0], [0.0, 0.0, 0.0], [0.1, 0.0, -0.2], [0.0, 0.0, 0.0], [0.0, 0.0, 0.0], [0.0, 0.0, 0.0], [0.0, 0.0, -0.1], [0.0, 0.0, 0.0], [0.0, 0.0, 0.0], [0.0, -0.1, 0.0], [0.0, 0.0, 0.1], [0.0, 0.0, 0.0], [0.0, 0.0, 0.0], [0.0, 0.0, 0.0], [0.0, 0.0, 0.0], [-0.1, 0.0, 0.0], [0.0, 0.0, 0.0], [0.0, -0.3, 0.2], [0.9, 0.6, -0.5], [-0.2, -0.1, 0.2], [0.0, 0.1, -0.1], [0.0, 0.0, 0.0], [0.0, 0.0, 0.1], [0.1, 0.0, 0.0], [-0.1, 0.0, 0.0], [-0.4, 0.0, 0.3], [0.1, -0.1, 0.1], [0.0, 0.1, 0.0], [0.0, 0.0, 0.0], [-0.1, 0.0, 0.0], [0.0, 0.0, 0.1], [0.0, 0.0, 0.0], [0.1, 0.1, 0.1], [0.0, 0.3, 0.0], [0.1, 0.0, 0.0], [0.0, 0.0, 0.0], [0.0, 0.0, 0.0], [0.0, 0.0, 0.0], [-0.1, 0.0, 0.1], [-0.1, 0.1, -0.1], [0.0, 0.0, 0.0], [0.0, 0.0, 0.0], [0.0, 0.0, 0.0], [0.0, 0.1, 0.0]]}

(2)
{"formula": "C3H4N2OS", "method": "ωB97M-V/def2-TZVPD", "e_lumo_ha": 0.017, "orbital_gap_ev": 8.875, "multiplicity": 1, "smiles": "Nn1sccc1=O", "species": ["C", "C", "C", "N", "N", "O", "S", "H", "H", "H", "H"], "xyz": [[-0.1689, -1.5658, -0.0616], [-1.4820, -1.1778, -0.0769], [0.7505, -0.4194, -0.0527], [-0.0308, 0.7950, 0.1185], [0.5673, 1.9702, -0.1407], [1.9564, -0.3189, -0.0725], [-1.6863, 0.5325, 0.0015], [0.2857, -2.6104, 0.1245], [-2.4047, -1.6565, -0.3240], [1.5379, 1.9395, -0.3288], [0.6749, 2.5113, 0.8127]], "forces_ev_per_a": [[0.2, -1.1, 0.7], [1.5, 0.8, -0.5], [-1.0, 1.4, 1.3], [0.8, -4.0, -0.3], [-0.7, 4.7, 3.1], [0.2, -0.5, -0.3], [-0.1, 0.3, -0.5], [-1.1, 1.8, -0.9], [-0.2, -0.8, 0.5], [1.1, -1.5, -1.0], [-0.7, -1.1, -2.1]]}

(3)
{"formula": "C4H10N2O", "method": "ωB97M-V/def2-TZVPD", "e_lumo_ha": 0.032, "orbital_gap_ev": 10.013, "multiplicity": 1, "smiles": "CN(C)C(=O)CN", "species": ["N", "C", "C", "N", "C", "C", "O", "H", "H", "H", "H", "H", "H", "H", "H", "H", "H"], "xyz": [[1.9902, 1.0364, -0.6714], [1.7128, -0.2161, 0.0690], [0.3588, -0.8844, -0.1762], [-0.7549, -0.2288, 0.2017], [-1.9949, -1.0369, 0.2476], [-0.9143, 1.2182, 0.2798], [0.3472, -2.0733, -0.4729], [1.6994, 0.9029, -1.6341], [2.9920, 1.1821, -0.6879], [1.6654, 0.0570, 1.1319], [2.5012, -0.9580, -0.0344], [-1.7344, -1.9077, 0.8494], [-2.7423, -0.4534, 0.7779], [-2.2969, -1.3544, -0.7432], [-1.4110, 1.5795, -0.6215], [0.0625, 1.6825, 0.3175], [-1.4808, 1.4542, 1.1668]], "forces_ev_per_a": [[-0.3, -0.5, -0.2], [-0.1, 0.9, 0.5], [1.0, -0.5, 0.4], [-1.1, 0.0, -0.3], [1.3, 0.3, 0.5], [0.5, -0.6, -0.3], [-0.2, 0.1, -0.2], [0.2, 0.1, -0.1], [0.0, 0.1, 0.0], [0.2, -0.1, 0.0], [-0.2, -0.2, -0.2], [-0.3, -0.2, -0.2], [-0.2, 0.0, -0.2], [-0.3, 0.0, -0.1], [-0.2, 0.2, 0.1], [0.1, 0.1, 0.1], [-0.3, 0.2, 0.2]]}

(4)
{"formula": "C6H6Br2N2", "method": "ωB97M-V/def2-TZVPD", "e_lumo_ha": -0.018, "orbital_gap_ev": 8.825, "multiplicity": 1, "smiles": "N#CC(Br)=C=N.C=CCBr", "species": ["C", "C", "C", "C", "C", "C", "N", "N", "Br", "Br", "H", "H", "H", "H", "H", "H"], "xyz": [[-1.9248, -0.4522, -2.2520], [0.2434, -0.0935, -3.2168], [0.4326, 0.0493, 0.5868], [0.6741, 0.8219, -0.4547], [1.3524, -0.9668, 1.1699], [-0.6792, -0.8142, -2.4503], [-3.1071, -0.2511, -2.2239], [1.0124, 0.5108, -3.8134], [2.9403, -1.3316, 0.0871], [-0.1264, -2.5085, -1.7155], [-3.6205, 0.2633, -1.5251], [-0.5143, 0.1049, 1.1138], [-0.0422, 1.5494, -0.8007], [1.6133, 0.7954, -0.9827], [1.7259, -0.6433, 2.1451], [0.8448, -1.9261, 1.2876]], "forces_ev_per_a": [[-0.2, 0.0, -0.1], [-0.1, 0.1, 0.1], [0.1, 0.0, 0.0], [0.1, 0.4, 0.4], [0.3, -0.2, 0.1], [0.0, -1.2, 0.2], [-0.3, -0.1, -0.3], [0.4, 0.3, -0.4], [-0.1, 0.1, 0.2], [-0.3, 0.5, -0.3], [0.2, 0.2, 0.3], [-0.1, 0.1, 0.0], [-0.2, 0.1, 0.0], [0.1, -0.1, -0.1], [0.0, -0.1, -0.1], [0.1, 0.1, 0.0]]}

(5)
{"formula": "C4H5NO2", "method": "ωB97M-V/def2-TZVPD", "e_lumo_ha": [-0.006, -0.075], "orbital_gap_ev": [9.340, 6.520], "multiplicity": 1, "species": ["C", "C", "C", "C", "N", "O", "O", "H", "H", "H", "H", "H"], "xyz": [[0.5766, 1.0298, -0.1111], [0.4301, -0.9686, -0.0322], [1.6042, -0.0675, -0.0362], [-0.5866, 0.0918, -0.2730], [-1.9143, 0.0201, -0.0653], [-2.6027, 1.0666, 0.0054], [-2.4277, -1.1011, -0.1094], [0.5070, 1.4764, 0.9014], [0.6626, 1.9969, -0.6662], [0.5756, -1.6950, -0.7362], [0.4559, -1.5619, 1.0194], [2.7194, -0.2874, 0.1035]], "forces_ev_per_a": [[0.3, 3.7, 0.3], [0.6, -2.1, 3.9], [0.0, 0.4, -0.3], [3.9, -0.7, 0.9], [-2.7, 1.0, -0.8], [1.1, -0.6, 0.2], [0.3, -0.2, 0.4], [-0.3, -0.3, 0.2], [0.1, -0.9, -0.2], [-0.3, -2.4, -2.1], [-0.9, 1.2, -2.1], [-2.1, 0.8, -0.3]]}

(6)
{"formula": "C13H30NO11P2S", "method": "ωB97M-V/def2-TZVPD", "e_lumo_ha": 0.078, "orbital_gap_ev": 6.775, "multiplicity": 1, "charge": -1, "species": ["O", "C", "O", "C", "C", "C", "C", "C", "N", "P", "O", "O", "S", "C", "O", "O", "P", "O", "O", "O", "H", "H", "H", "H", "H", "H", "H", "H", "H", "H", "H", "H", "H", "H", "C", "C", "C", "O", "H", "H", "H", "H", "H", "H", "H", "H", "C", "C", "C", "O", "H", "H", "H", "H", "H", "H", "H", "H"], "xyz": [[-6.1560, 1.3947, 2.0701], [-5.7246, 1.2304, 0.8151], [-4.7727, 0.0940, 0.5816], [-3.5489, 0.7890, 0.0747], [-2.7418, 1.6011, 1.2886], [-1.1217, 1.4744, 0.9221], [-0.2463, 2.3270, 2.0002], [0.2884, 1.4360, 3.3120], [-0.7915, 0.9551, 4.2186], [-1.3183, -0.7061, 4.0674], [-1.8277, -1.2382, 2.4834], [-2.8007, -0.8246, 5.0512], [-0.1249, -2.0469, 4.9182], [1.0966, 2.5978, 4.2169], [0.3598, 3.5993, 4.7566], [2.5460, 2.6099, 4.4470], [1.6282, 0.2120, 2.7739], [2.6606, 1.0408, 1.8515], [2.6346, -0.4038, 4.1019], [1.1149, -1.1337, 1.8064], [-5.9931, 1.9369, -0.0895], [-3.8429, 1.5721, -0.7666], [-2.8047, -0.0018, -0.4187], [-3.0178, 1.0827, 2.3112], [-3.1316, 2.7038, 1.3060], [-0.7707, 0.3755, 0.7297], [-1.0101, 2.0357, -0.1262], [0.7363, 2.8192, 1.5323], [-0.8435, 3.2492, 2.4640], [-0.6188, 1.2058, 5.2367], [-1.3027, -2.0960, 2.3179], [-2.7922, -1.7151, 5.5145], [3.3489, -0.9683, 3.6626], [1.0317, -0.8926, 0.8313], [-0.4568, -0.8627, -4.3097], [-0.9703, 0.2192, -3.3732], [-0.2705, 1.5457, -3.6222], [-0.7536, -0.1830, -2.0231], [0.6149, -1.0351, -4.1594], [-0.9605, -1.8148, -4.1109], [-0.6233, -0.5904, -5.3566], [-2.0504, 0.3415, -3.5093], [0.8077, 1.4589, -3.4474], [-0.6414, 2.3118, -2.9328], [-0.4315, 1.8904, -4.6484], [0.2029, -0.2941, -1.8931], [3.8869, -2.6106, -4.3686], [3.3310, -2.1035, -3.0475], [4.3907, -2.1204, -1.9574], [2.2334, -2.9221, -2.6518], [4.2327, -3.6463, -4.2768], [3.1100, -2.6045, -5.1407], [4.7233, -1.9919, -4.7085], [2.9504, -1.0844, -3.1752], [4.7543, -3.1387, -1.7800], [3.9731, -1.7646, -1.0094], [5.2421, -1.4869, -2.2249], [2.5620, -3.8291, -2.5360]], "forces_ev_per_a": [[2.3, -0.8, -8.5], [-0.6, -1.2, 6.9], [-1.2, 4.5, -0.6], [1.5, 0.4, -0.3], [-0.1, -1.5, -0.8], [-0.7, 1.9, -0.6], [0.8, 0.1, 0.3], [0.2, 2.0, 0.5], [-0.8, -1.8, -0.5], [-1.8, -2.1, 1.9], [1.7, 0.3, 2.5], [2.2, 0.1, -1.7], [-0.5, 0.8, -1.0], [4.7, 4.9, 3.9], [2.2, -5.4, -3.0], [-8.1, -1.2, -1.9], [7.1, 2.0, -3.1], [-4.2, -3.1, 2.5], [-1.9, -0.4, -3.2], [-0.1, 1.5, 0.5], [0.6, -1.5, 1.7], [0.5, -1.6, 1.5], [-1.9, 1.5, 1.2], [0.6, 1.1, -2.1], [1.1, -2.0, 0.1], [-0.9, 2.1, 0.7], [-0.1, -1.3, 2.2], [-2.1, -1.5, 0.9], [1.1, -2.3, -0.8], [-0.4, -0.4, -1.7], [-0.8, 1.9, 0.6], [0.5, 1.5, -1.0], [-1.4, 1.2, 0.5], [0.5, 0.1, 2.0], [-0.2, -0.3, -0.2], [0.7, -0.1, -0.1], [-0.2, 0.3, 0.0], [-0.1, -0.1, 0.2], [-0.1, 0.1, 0.0], [0.0, 0.2, 0.0], [0.0, 0.0, 0.1], [0.1, -0.1, 0.2], [-0.1, -0.1, -0.1], [0.0, -0.1, -0.1], [0.1, 0.0, 0.1], [-0.4, 0.0, -0.1], [-0.1, 0.1, -0.4], [0.5, -0.6, 0.1], [0.0, 0.3, 0.3], [-0.3, -0.1, 0.0], [0.1, 0.1, 0.1], [0.1, 0.1, 0.1], [-0.1, -0.1, 0.0], [-0.1, -0.2, 0.1], [0.0, 0.0, -0.2], [0.1, 0.0, -0.2], [-0.1, -0.1, 0.1], [-0.1, 0.4, 0.0]]}

(7)
{"formula": "C4H30O11", "method": "ωB97M-V/def2-TZVPD", "e_lumo_ha": [-0.102, -0.353], "orbital_gap_ev": [10.414, 3.548], "multiplicity": 2, "charge": 1, "s2": 0.756, "species": ["C", "O", "H", "H", "H", "H", "C", "O", "H", "H", "H", "H", "C", "O", "H", "H", "H", "H", "C", "O", "H", "H", "H", "H", "O", "H", "H", "O", "H", "H", "O", "H", "H", "O", "H", "H", "O", "H", "H", "O", "H", "H", "O", "H", "H"], "xyz": [[8.0491, -10.1486, 4.8748], [7.3567, -9.6918, 3.7766], [8.2429, -11.2200, 4.8238], [9.0448, -9.7073, 4.8299], [7.5425, -10.0415, 5.8340], [6.6247, -9.1880, 4.1398], [6.0714, -13.2499, 3.6327], [6.7554, -13.1536, 2.3755], [4.9892, -13.1273, 3.5881], [6.1708, -14.3077, 3.8764], [6.4800, -12.6918, 4.4751], [7.6905, -13.0739, 2.5777], [8.0340, -15.5308, 6.8251], [8.0622, -16.2048, 5.5778], [7.2740, -15.9518, 7.4834], [8.9426, -15.6646, 7.4122], [7.7589, -14.5035, 6.5864], [7.2100, -16.5728, 5.3330], [5.8568, -14.4225, 9.2696], [4.7893, -13.4761, 9.2433], [6.6036, -14.0848, 8.5511], [6.3972, -14.5484, 10.2078], [5.5094, -15.3975, 8.9278], [4.0993, -14.0080, 9.6466], [4.8182, -9.5085, 4.9858], [4.0807, -10.0445, 4.6940], [4.6599, -9.3705, 5.9197], [9.0215, -11.2476, 7.8323], [8.2084, -11.4866, 7.3873], [9.7143, -11.5722, 7.2570], [4.9744, -9.4505, 7.8936], [5.6053, -9.3575, 8.6074], [4.3447, -8.7439, 8.0362], [6.1109, -10.7266, 10.1230], [6.3496, -11.5934, 9.7945], [6.9479, -10.2831, 10.2606], [3.9678, -13.0906, 6.2180], [3.6198, -13.9436, 5.9581], [3.6426, -12.9599, 7.1087], [3.0803, -11.5674, 8.5549], [3.3290, -10.7037, 8.2258], [3.8649, -11.8906, 8.9978], [6.4428, -11.8165, 6.9953], [5.7386, -12.4617, 6.9311], [6.0780, -11.0233, 6.6030]], "forces_ev_per_a": [[-0.3, -0.3, 0.7], [0.9, -0.5, -0.1], [0.2, -0.6, -0.6], [0.5, 0.2, 0.1], [0.2, 0.8, -0.3], [-1.7, 0.4, 0.0], [0.0, -1.3, -0.4], [-1.0, 1.0, 0.9], [0.2, 0.6, -0.7], [0.2, -0.4, 0.6], [0.3, 0.3, -0.2], [0.4, -0.1, -0.1], [-1.1, -0.4, -0.2], [0.8, -0.3, -0.3], [-0.3, 0.0, -0.1], [0.4, 0.3, -0.6], [0.4, 0.4, 0.7], [0.0, 0.0, 0.4], [1.0, 0.0, -1.0], [0.4, -1.1, 0.6], [0.0, 0.0, 0.0], [-0.5, 0.3, 0.4], [0.0, -0.1, 0.1], [-0.7, 0.6, 0.2], [0.6, 0.0, -0.4], [-0.2, -0.2, -0.3], [0.1, 0.1, 0.7], [0.3, 0.4, 0.0], [-0.7, -0.4, 0.1], [0.4, -0.1, 0.1], [-0.4, 0.3, -1.0], [0.3, -0.5, 0.6], [-0.2, 0.4, 0.2], [-0.2, 0.4, 0.0], [0.0, -0.3, -0.2], [0.4, 0.0, 0.3], [0.5, -0.1, -0.6], [-0.1, -0.2, -0.1], [-0.5, 0.5, 0.7], [-0.7, -0.2, -0.4], [0.2, 0.1, 0.0], [0.4, 0.1, 0.3], [0.8, 0.1, -0.1], [-0.6, -0.5, -0.1], [-0.6, 0.2, 0.1]]}

(8)
{"formula": "C2", "method": "ωB97M-V/def2-TZVPD", "e_lumo_ha": -0.174, "orbital_gap_ev": 6.712, "multiplicity": 1, "species": ["C", "C"], "xyz": [[0.6391, 0.0445, 0.0412], [-0.6391, -0.0445, -0.0412]], "forces_ev_per_a": [[-2.5, -0.2, -0.2], [2.5, 0.2, 0.2]]}